Here is a structure of composition C37H48BCrN9OS4 from OMol25. Energies are from wB97M-V/def2-TZVPD.

Calculated values
LUMO (spin up / spin down): -0.33832 / -0.36037 Eh
orbital gap (spin up / spin down): 6.86 / 6.28 eV
HOMO energy (spin up / spin down): -16.07 / -16.08 eV
2S+1: 4
total charge: +3
<S²>: 3.835

Each line ends with the Löwdin spin population.
Positions of all 101 atoms, in Å:
Cr1 -2.412 -1.345 1.580  2.9753
C1 2.462 -2.115 3.958  -0.0018
C2 2.383 -1.727 2.520  0.0009
C3 3.475 -1.645 1.697  0.0002
C4 3.332 -1.306 0.328  0.0025
N1 2.145 -1.051 -0.172  0.0022
N2 1.090 -1.109 0.630  0.0070
B1 -0.261 -0.780 0.014  0.0259
N3 -0.589 -1.620 -1.221  0.0094
N4 0.024 -1.138 -2.303  0.0022
C5 -0.113 -1.765 -3.442  0.0022
C6 -0.934 -2.920 -3.526  -0.0006
C7 -1.561 -3.421 -2.418  0.0006
C8 -2.458 -4.614 -2.467  0.0002
C9 -1.353 -2.722 -1.202  0.0042
S1 -2.064 -3.258 0.266  0.0162
C10 0.618 -1.259 -4.667  0.0002
C11 -0.395 -0.972 -5.785  0.0002
C12 1.583 -2.372 -5.118  0.0000
C13 1.409 0.009 -4.348  0.0001
N5 -0.575 0.676 -0.067  0.0197
N6 0.428 1.528 0.189  -0.0046
C14 0.248 2.795 -0.062  0.0057
C15 -0.973 3.262 -0.632  -0.0010
C16 -2.026 2.413 -0.830  -0.0010
C17 -3.355 2.846 -1.349  -0.0017
C18 -1.808 1.065 -0.456  0.0029
S2 -3.054 -0.102 -0.405  -0.0465
C19 1.354 3.768 0.279  0.0007
C20 2.577 3.039 0.830  0.0000
C21 1.752 4.535 -0.994  0.0003
C22 0.807 4.744 1.336  0.0007
C23 1.137 -1.439 1.922  0.0012
S3 -0.341 -1.495 2.783  -0.0390
C24 4.503 -1.273 -0.641  0.0002
C25 4.281 -2.412 -1.653  0.0002
C26 4.523 0.083 -1.365  0.0002
C27 5.840 -1.476 0.072  0.0000
H1 3.494 -2.245 4.269  -0.0001
H2 1.926 -3.052 4.125  -0.0003
H3 1.991 -1.358 4.589  -0.0007
H4 4.457 -1.863 2.091  -0.0002
H5 -1.087 -3.400 -4.483  -0.0001
H6 -2.417 -5.087 -3.445  0.0000
H7 -3.489 -4.310 -2.272  0.0003
H8 -2.182 -5.345 -1.707  -0.0003
H9 -0.903 -1.874 -6.129  0.0000
H10 0.130 -0.549 -6.641  0.0000
H11 -1.147 -0.248 -5.463  0.0000
H12 1.061 -3.289 -5.393  0.0000
H13 2.308 -2.610 -4.338  0.0000
H14 2.135 -2.035 -5.996  0.0000
H15 0.740 0.827 -4.075  0.0000
H16 1.984 0.311 -5.222  0.0000
H17 2.098 -0.166 -3.523  0.0000
H18 -1.079 4.311 -0.876  -0.0002
H19 -3.392 3.923 -1.492  -0.0001
H20 -4.149 2.551 -0.660  -0.0003
H21 -3.565 2.362 -2.306  -0.0004
H22 2.947 2.318 0.104  0.0000
H23 2.344 2.514 1.759  0.0000
H24 3.367 3.762 1.032  0.0000
H25 2.115 3.849 -1.762  0.0000
H26 2.556 5.230 -0.758  0.0001
H27 0.928 5.119 -1.405  0.0000
H28 0.481 4.210 2.231  0.0000
H29 -0.032 5.332 0.957  0.0000
H30 1.597 5.439 1.620  0.0001
H31 3.315 -2.298 -2.145  0.0000
H32 4.312 -3.384 -1.156  0.0000
H33 5.067 -2.393 -2.407  0.0001
H34 3.542 0.327 -1.772  0.0000
H35 5.245 0.053 -2.180  0.0000
H36 4.831 0.871 -0.676  0.0000
H37 5.918 -2.468 0.521  0.0000
H38 6.008 -0.714 0.836  0.0000
H39 6.644 -1.388 -0.657  0.0000
N7 -4.414 1.378 3.877  0.0072
C28 -3.210 1.981 4.203  -0.0005
C29 -2.890 2.988 5.104  0.0009
C30 -1.566 3.371 5.163  0.0000
C31 -0.598 2.784 4.336  0.0008
C32 -0.914 1.771 3.455  0.0007
C33 -2.239 1.334 3.417  0.0005
N8 -2.876 0.339 2.669  -0.0080
C34 -4.174 0.433 2.961  0.0122
C35 -5.101 -0.482 2.333  0.0022
C36 -6.461 -0.528 2.312  0.0019
S4 -6.989 -1.890 1.429  0.0024
C37 -5.373 -2.324 1.125  0.0064
N9 -4.496 -1.507 1.642  -0.0153
H40 -5.317 1.616 4.259  0.0002
H41 -3.635 3.451 5.736  0.0000
H42 -1.270 4.148 5.854  0.0000
H43 0.425 3.131 4.394  0.0000
H44 -0.164 1.340 2.812  0.0000
H45 -7.164 0.167 2.744  0.0000
H46 -5.105 -3.206 0.561  0.0003
O1 -2.843 -2.748 3.419  0.0036
H47 -2.777 -2.511 4.353  0.0007
H48 -2.648 -3.693 3.365  0.0007

***

Here is a structure of composition C37H48BIN6PRbS2Se3 from OMol25. Energies are from wB97M-V/def2-TZVPD.

Calculated values
LUMO: 0.11565 Eh
orbital gap: 3.35 eV
HOMO energy: -0.21 eV
2S+1: 1
total charge: -2

Each line ends with the Mulliken charge.
Positions of all 100 atoms, in Å:
Rb1 -0.598 -1.038 0.191  0.4558
C1 -1.958 -3.654 -2.190  -0.7504
N1 -2.652 -2.406 -2.309  0.4444
C2 -3.570 -1.926 -1.419  -0.6222
C3 -4.002 -0.736 -1.904  -0.5798
N2 -3.367 -0.483 -3.092  0.2587
B1 -3.611 0.767 -3.985  -0.2915
N3 -2.469 1.784 -3.679  0.2425
C4 -1.264 1.760 -4.319  -0.6051
C5 -0.460 2.710 -3.783  -1.0304
N4 -1.186 3.338 -2.796  0.4174
C6 -0.686 4.348 -1.912  -0.7738
C7 -2.425 2.758 -2.749  0.1071
S1 -3.626 3.294 -1.726  -0.5606
C8 -2.525 -1.507 -3.316  -0.1864
S2 -1.431 -1.700 -4.585  -0.5354
H1 -2.479 -4.437 -2.747  0.2437
H2 -1.909 -3.937 -1.140  0.1874
H3 -0.949 -3.556 -2.604  0.2607
H4 -3.808 -2.474 -0.528  0.5774
H5 -4.726 -0.049 -1.507  0.4852
H6 -3.525 0.466 -5.140  -0.1453
H7 -4.665 1.239 -3.692  -0.1685
H8 -1.078 1.052 -5.102  0.5349
H9 0.538 3.022 -4.020  0.5809
H10 -0.362 5.226 -2.482  0.2914
H11 0.153 3.958 -1.325  0.2319
H12 -1.496 4.628 -1.238  0.2650
C9 -2.938 1.442 5.479  -0.9670
Se1 -1.931 1.290 3.812  0.1921
C10 -2.177 -0.613 3.456  0.6518
C11 -3.595 -1.103 3.421  -0.8191
Se2 -4.798 0.032 2.364  -0.0083
C12 -5.921 -1.447 1.787  -0.8760
H13 -2.540 0.720 6.190  0.2447
H14 -3.990 1.251 5.271  0.2540
H15 -2.818 2.453 5.863  0.3449
H16 -1.604 -1.162 4.209  0.1931
H17 -1.721 -0.781 2.478  -0.8968
H18 -4.029 -1.208 4.420  0.3713
H19 -3.592 -2.067 2.911  0.2772
H20 -5.291 -2.150 1.253  0.1943
H21 -6.698 -1.061 1.137  0.3151
H22 -6.356 -1.927 2.664  0.3616
N5 1.422 2.245 -0.072  -0.3137
C13 2.774 1.936 -0.488  0.3547
C14 2.852 1.777 -2.007  -0.7454
C15 2.388 0.413 -2.530  -0.5509
N6 0.965 0.159 -2.337  0.3927
H23 1.373 2.337 0.940  0.2347
H24 0.812 1.477 -0.346  0.0125
H25 3.188 1.025 -0.012  -0.5254
H26 3.402 2.781 -0.180  0.3822
H27 3.896 1.906 -2.306  0.4855
H28 2.262 2.575 -2.463  0.1296
H29 2.945 -0.364 -1.997  0.0653
H30 2.673 0.355 -3.593  0.4158
H31 0.710 -0.670 -2.881  0.1186
H32 0.427 0.915 -2.766  -0.2986
I1 2.976 -2.741 -0.077  0.2761
C16 4.971 -2.188 0.450  -0.3360
C17 5.943 -2.530 -0.470  -0.4652
C18 7.297 -2.452 -0.152  -0.7731
C19 7.665 -2.122 1.126  -0.7680
C20 6.698 -1.746 2.079  0.7157
C21 7.112 -1.443 3.390  -0.9052
C22 6.202 -1.059 4.341  -1.1024
C23 4.872 -0.874 3.975  0.1716
C24 4.415 -1.124 2.688  0.7429
P1 2.733 -0.450 2.283  0.7965
C25 2.990 1.237 2.979  0.5593
C26 1.904 1.932 3.508  -1.1779
C27 2.054 3.214 4.004  -0.5063
C28 3.277 3.861 3.910  -0.6298
C29 4.339 3.213 3.298  -0.6646
C30 4.199 1.915 2.840  -0.4155
C31 1.782 -1.266 3.627  1.6113
C32 1.094 -2.427 3.282  -0.5477
C33 0.366 -3.127 4.226  -0.7253
C34 0.313 -2.670 5.532  -0.7018
C35 0.980 -1.508 5.881  -0.9899
C36 1.714 -0.807 4.942  -0.0802
C37 5.309 -1.680 1.730  0.0749
H33 5.647 -2.894 -1.441  0.4635
H34 8.039 -2.695 -0.900  0.3780
H35 8.702 -2.142 1.431  0.3430
H36 8.164 -1.533 3.622  0.3317
H37 6.516 -0.862 5.358  0.4212
H38 4.184 -0.505 4.721  0.2827
H39 0.929 1.454 3.548  0.3212
H40 1.206 3.700 4.468  0.4496
H41 3.395 4.866 4.297  0.3690
H42 5.286 3.724 3.180  0.3905
H43 5.037 1.421 2.367  0.4770
H44 1.080 -2.786 2.262  0.0972
H45 -0.204 -3.986 3.907  0.3536
H46 -0.267 -3.206 6.272  0.3699
H47 0.918 -1.122 6.891  0.3470
H48 2.199 0.113 5.241  0.3318
Se3 -1.862 -3.459 1.502  -1.2115

***

Here is a structure of composition C37H48BiClN6O3S2 from OMol25. Energies are from wB97M-V/def2-TZVPD.

Calculated values
LUMO: -0.22152 Eh
orbital gap: 6.54 eV
HOMO energy: -12.57 eV
2S+1: 1
total charge: +2

Each line ends with the Mulliken charge.
Positions of all 98 atoms, in Å:
Bi1 1.768 0.130 0.400  1.8810
C1 3.190 3.435 1.402  -0.4272
C2 2.674 3.055 2.710  -0.4756
C3 2.797 1.717 2.862  -0.9952
C4 3.388 1.159 1.628  -0.0393
C5 3.650 2.332 0.762  -1.1391
H1 3.231 4.449 1.027  0.5649
H2 2.280 3.746 3.445  0.5290
H3 2.545 1.130 3.739  0.5688
H4 4.180 0.412 1.741  0.8053
H5 4.116 2.276 -0.215  0.5698
S1 0.636 -1.285 2.586  -0.2711
C6 0.582 -2.850 2.018  0.2490
N1 -0.205 -3.754 2.576  0.3627
C7 -0.113 -5.154 2.146  -0.8462
C8 -0.060 -5.204 0.650  -0.7443
N2 1.080 -4.400 0.187  0.1395
C9 1.680 -4.833 -1.108  -2.2195
C10 0.911 -4.300 -2.294  1.0502
C11 1.281 -3.096 -2.894  -0.2667
C12 0.569 -2.609 -3.982  -0.4366
C13 -0.524 -3.314 -4.473  -0.4042
C14 -0.897 -4.516 -3.881  -0.9283
C15 -0.177 -5.009 -2.800  -0.4138
C16 1.428 -3.295 0.812  0.1733
S2 2.744 -2.391 0.292  -0.4816
C17 -1.062 -3.436 3.741  -1.7476
C18 -0.303 -3.326 5.046  1.0591
C19 -0.440 -2.192 5.836  -0.2299
C20 0.220 -2.101 7.054  -0.7318
C21 1.032 -3.141 7.485  -0.4450
C22 1.175 -4.278 6.699  -0.8105
C23 0.504 -4.371 5.487  -0.2029
H6 -0.981 -5.693 2.514  0.5170
H7 0.783 -5.614 2.567  0.3232
H8 -0.984 -4.835 0.198  0.2577
H9 0.094 -6.230 0.327  0.5254
H10 1.661 -5.920 -1.097  0.6205
H11 2.713 -4.513 -1.141  0.7366
H12 2.143 -2.550 -2.524  0.4842
H13 0.879 -1.682 -4.452  0.4051
H14 -1.068 -2.944 -5.334  0.5455
H15 -1.731 -5.084 -4.276  0.4351
H16 -0.447 -5.969 -2.369  0.4512
H17 -1.798 -4.235 3.801  0.5265
H18 -1.580 -2.502 3.531  0.5255
H19 -1.069 -1.375 5.497  0.3825
H20 0.101 -1.216 7.668  0.3935
H21 1.550 -3.070 8.434  0.4116
H22 1.797 -5.098 7.036  0.4102
H23 0.606 -5.275 4.894  0.3363
Cl1 3.921 2.524 -3.483  -0.1852
C24 3.287 0.859 -3.637  -0.6294
C25 2.552 0.538 -2.352  0.7495
O1 3.279 0.136 -1.369  -0.8101
O2 1.315 0.715 -2.285  -0.5901
H24 4.133 0.198 -3.778  0.4116
H25 2.616 0.842 -4.486  0.3156
C26 0.137 6.188 -1.295  -1.0106
C27 -1.272 6.082 -0.731  -0.6314
N3 -2.154 5.193 -1.517  0.1515
C28 -2.748 5.739 -2.757  -0.6924
C29 -2.007 5.316 -4.019  -0.8826
C30 -2.410 3.930 -1.200  0.2223
O3 -3.122 3.204 -1.929  -0.8787
C31 -1.823 3.345 0.049  -0.7087
C32 -2.439 3.502 1.285  0.2367
C33 -1.856 2.929 2.402  -1.3495
C34 -0.688 2.195 2.245  -0.4866
N4 -0.124 2.004 1.047  0.4872
C35 -0.679 2.581 -0.022  -0.6201
H26 0.744 6.815 -0.640  0.3860
H27 0.143 6.643 -2.286  0.3350
H28 0.610 5.205 -1.361  0.2153
H29 -1.747 7.060 -0.710  0.4408
H30 -1.235 5.724 0.293  0.3531
H31 -2.748 6.822 -2.653  0.3758
H32 -3.779 5.403 -2.803  0.3926
H33 -0.966 5.641 -4.006  0.2627
H34 -2.489 5.764 -4.890  0.3868
H35 -2.031 4.232 -4.135  0.1806
H36 -3.342 4.095 1.371  0.5944
H37 -2.291 3.052 3.386  0.4906
H38 -0.194 1.746 3.099  0.5142
H39 -0.170 2.414 -0.972  1.0289
N5 -3.533 0.811 -2.813  -0.0125
C36 -2.225 0.106 -3.028  -0.7011
C37 -1.635 -0.365 -1.704  -0.6087
N6 -0.285 -0.892 -1.833  0.2293
H40 -3.979 1.043 -3.698  0.4246
H41 -3.373 1.739 -2.301  0.2098
H42 -4.184 0.238 -2.280  0.4119
H43 -1.556 0.816 -3.511  0.2422
H44 -2.386 -0.733 -3.702  0.4532
H45 -2.280 -1.138 -1.275  0.6077
H46 -1.629 0.472 -1.000  -0.0250
H47 0.348 -0.207 -2.241  0.1405
H48 -0.257 -1.706 -2.437  -0.4116

***

Here is a structure of composition C37H48Br2N2O6SeZr from OMol25. Energies are from wB97M-V/def2-TZVPD.

Calculated values
LUMO: 0.01326 Eh
orbital gap: 8.06 eV
HOMO energy: -7.70 eV
2S+1: 1
total charge: 0

Each line ends with the Mulliken charge.
Positions of all 97 atoms, in Å:
Zr1 -1.279 1.234 -0.613  0.1545
C1 3.174 2.878 5.603  -1.6530
C2 3.516 1.605 4.814  2.0287
C3 5.032 1.553 4.615  -2.0559
C4 3.094 0.367 5.622  -1.6397
C5 2.762 1.602 3.488  -0.0907
C6 1.372 1.665 3.486  -0.4702
C7 0.714 1.565 2.287  0.2754
Br1 -1.206 1.636 2.199  -0.0895
C8 1.326 1.376 1.042  0.4481
O1 0.557 1.068 0.005  0.7109
C9 2.731 1.467 1.023  -1.2145
C10 3.391 1.532 2.252  -0.3835
C11 3.599 1.508 -0.245  2.4002
C12 2.814 1.615 -1.558  -1.9429
C13 4.502 2.752 -0.174  -1.7952
C14 4.469 0.243 -0.303  -1.8218
H1 3.742 2.908 6.535  0.4545
H2 2.113 2.921 5.851  0.3235
H3 3.422 3.764 5.016  0.3647
H4 5.526 1.537 5.588  0.4437
H5 5.390 2.430 4.071  0.3942
H6 5.328 0.653 4.074  0.3862
H7 3.623 0.340 6.577  0.4400
H8 3.332 -0.544 5.070  0.3617
H9 2.022 0.370 5.823  0.3481
H10 0.799 1.794 4.395  0.4705
H11 4.471 1.532 2.227  0.3691
H12 2.043 2.381 -1.513  0.3127
H13 2.346 0.667 -1.823  0.0494
H14 3.507 1.876 -2.361  0.5647
H15 3.892 3.657 -0.182  0.4032
H16 5.168 2.775 -1.038  0.5070
H17 5.117 2.765 0.725  0.3078
H18 3.843 -0.650 -0.252  0.2528
H19 5.178 0.208 0.526  0.3659
H20 5.035 0.215 -1.237  0.4934
O2 -4.111 2.267 -6.786  -0.5459
C15 -3.455 1.884 -5.679  0.9349
C16 -2.074 2.000 -5.531  -0.9285
C17 -1.495 1.577 -4.356  -0.5443
N1 -2.184 1.048 -3.339  0.4245
C18 -3.497 0.942 -3.508  0.1049
Br2 -4.439 0.147 -2.083  0.0480
C19 -4.189 1.335 -4.635  -0.7844
H21 -3.504 2.656 -7.422  0.3027
H22 -1.461 2.424 -6.316  0.3000
H23 -0.428 1.671 -4.202  0.4973
H24 -5.260 1.223 -4.708  0.4950
O3 -2.750 2.588 -0.938  -0.6972
Se1 -1.524 3.706 -1.257  0.7920
O4 -1.932 4.923 -2.172  -0.7377
O5 -0.895 3.953 0.189  -0.5145
O6 -0.482 2.625 -1.979  -0.5536
C20 -4.235 -3.917 2.497  -1.7388
C21 -3.963 -2.523 1.994  -0.0867
C22 -4.658 -1.436 2.502  -0.8058
C23 -4.435 -0.165 1.985  -0.3510
C24 -5.191 1.030 2.502  -1.7819
C25 -3.496 -0.007 0.983  -0.3596
C26 -2.702 -1.072 0.492  1.1809
C27 -3.006 -2.341 1.001  -0.5214
N2 -1.735 -0.746 -0.450  0.7046
C28 -0.931 -1.766 -1.152  1.5726
C29 -1.799 -2.695 -2.019  -0.9576
C30 -0.918 -3.682 -2.790  0.3657
C31 -0.080 -4.502 -1.804  -1.4028
C32 0.828 -3.569 -0.995  0.4142
C33 1.751 -2.801 -1.942  -0.7786
C34 0.899 -1.983 -2.911  0.6356
C35 0.015 -2.920 -3.734  -1.7820
C36 0.010 -1.016 -2.123  -0.3449
C37 -0.026 -2.576 -0.202  -0.8745
H25 -4.952 -3.903 3.317  0.3962
H26 -3.316 -4.388 2.848  0.3493
H27 -4.642 -4.537 1.696  0.3328
H28 -5.395 -1.582 3.283  0.3218
H29 -6.111 0.724 2.998  0.4382
H30 -5.444 1.717 1.694  0.3479
H31 -4.584 1.580 3.225  0.2890
H32 -3.388 0.982 0.535  1.0348
H33 -2.512 -3.227 0.635  0.7852
H34 -2.376 -2.079 -2.716  0.2272
H35 -2.518 -3.242 -1.408  0.5427
H36 -1.559 -4.350 -3.372  0.2987
H37 0.531 -5.228 -2.350  0.5719
H38 -0.737 -5.062 -1.131  0.5353
H39 1.426 -4.162 -0.298  0.3910
H40 2.393 -3.494 -2.495  0.5914
H41 2.401 -2.138 -1.363  -0.3389
H42 1.551 -1.409 -3.577  0.6228
H43 0.637 -3.626 -4.293  0.5835
H44 -0.570 -2.346 -4.461  0.4300
H45 -0.593 -0.441 -2.824  -0.5677
H46 0.645 -0.343 -1.553  -0.9710
H47 0.612 -1.872 0.345  -0.0536
H48 -0.611 -3.116 0.539  0.6863

***

Ordered maximum force results: 1.6, 1.1, 3.7, 3.1; unit eV Å⁻¹.